No. 1
Molecular formula: C8H16BClO2
Method: DFT, ωB97M-V/def2-TZVPD

The calculation puts the energy above the lowest of the compared OMol25 structures with the same formula, charge and spin at 2.772 eV. The calculation puts the gap between HOMO and LUMO at 9.410 eV. Its total energy is -25848.55413 eV. The structure (SMILES) is CC1(C)B(O)[C@@H](Cl)[C@H](O)C1(C)C.

Last column: natural (NBO) charge in e.
CARTESIAN COORDINATES (ANGSTROEM)
O (-1.8494, 2.5211, -0.3720)  -0.72
C (0.9035, 1.4024, 0.7706)  -0.63
H (-0.3715, 0.5791, -2.2546)  0.20
H (-2.5569, 2.8087, 0.2770)  0.48
H (2.2380, -1.0167, -0.1926)  0.22
O (-1.8547, -2.6673, -0.7188)  -0.88
H (0.8929, -0.9547, 2.2197)  0.22
C (0.0152, -1.1921, 1.6824)  -0.62
H (1.1261, -1.3579, -1.5599)  0.20
C (-0.0496, -0.9127, 0.1222)  -0.39
H (1.2482, 0.5994, -1.9912)  0.21
H (0.7272, 1.1022, 1.7385)  0.21
H (1.3152, -2.4693, -0.1049)  0.20
Cl (-4.0405, -0.0193, 0.3493)  -0.08
C (-1.5382, 1.1984, 0.1320)  0.06
H (-2.4601, 0.0723, -1.5526)  0.23
C (0.3368, 0.9272, -1.6641)  -0.62
H (-1.7523, 1.0720, 1.2713)  0.18
C (-2.4194, 0.0715, -0.4443)  -0.49
H (1.9170, 1.3628, 0.3092)  0.21
C (-0.0638, 0.7044, -0.1719)  0.02
C (1.3091, -1.4942, -0.4406)  -0.61
H (0.7796, 2.4323, 0.7040)  0.22
H (-0.3236, -2.1536, 1.8212)  0.21
H (-1.2084, -3.3943, -0.9651)  0.52
H (0.3057, 1.9648, -1.7694)  0.22
B (-1.4476, -1.4674, -0.3852)  1.04
H (-0.6818, -0.6941, 2.2945)  0.21


No. 2
Molecular formula: C8H16BN
Method: DFT, ωB97M-V/def2-TZVPD

The calculation puts the energy above the lowest of the compared OMol25 structures with the same formula, charge and spin at 5.294 eV. The calculation puts the gap between HOMO and LUMO (alpha / beta) at 5.871 / 7.799 eV. Its total energy is -10715.58750 eV.

Last column: natural (NBO) charge in e.
CARTESIAN COORDINATES (ANGSTROEM)
B (-0.0786, -0.0478, -0.2530)  1.06
C (2.9111, 0.7725, -1.6245)  -0.29
H (3.8449, 0.5576, -2.0137)  0.16
H (-1.6641, 2.7526, -0.0998)  0.21
H (-1.7855, 1.4261, 1.0515)  0.21
H (-0.4426, -2.1724, 2.0790)  0.22
H (0.5137, 2.8969, -1.2713)  0.18
H (1.1072, -2.5509, 0.9305)  0.24
C (1.1341, 2.2634, -0.5959)  -0.21
C (-2.0024, -1.2837, 0.8523)  -0.62
H (-1.0880, -2.4359, -1.9090)  0.23
H (2.8003, 2.9741, -1.5805)  0.18
H (-2.7505, -0.8318, 0.1550)  0.21
C (-1.0702, 2.0534, 0.5699)  -0.42
H (-0.7360, 2.7976, 1.3868)  0.21
H (0.6802, -0.8930, 1.7842)  0.22
H (1.3303, 2.9285, 0.1419)  0.19
C (-0.4616, -2.5167, -0.9661)  -0.61
H (0.5260, -2.3769, -1.4311)  0.24
N (0.1202, 1.2785, -0.0489)  -0.79
C (0.3319, -1.8308, 1.3736)  -0.59
H (-2.4795, -2.2354, 1.2246)  0.22
H (-0.5374, -3.4991, -0.3189)  0.21
C (-0.6205, -1.4593, 0.1590)  -0.50
C (2.4241, 1.9153, -1.3056)  -0.35
H (-2.0072, -0.4830, 1.7102)  0.21


No. 3
Molecular formula: C8H16Br2F3NOS
Method: DFT, ωB97M-V/def2-TZVPD

The calculation puts the gap between HOMO and LUMO at 5.639 eV. Its total energy is -171161.44596 eV.

Last column: natural (NBO) charge in e.
CARTESIAN COORDINATES (ANGSTROEM)
N (1.5079, -2.7353, -0.9097)  -0.84
H (0.1792, -0.3556, -1.0605)  0.28
H (1.6617, -3.6789, 0.9618)  0.19
C (0.3676, 4.0189, -1.4627)  -0.02
H (0.9222, -3.4191, -1.3634)  0.38
H (-0.8913, -0.9989, 1.5697)  0.22
Br (-4.9388, -2.1354, -0.2066)  0.06
H (1.8009, 4.3350, 0.1550)  0.18
H (2.1698, -1.7827, 2.2542)  0.25
H (-1.7093, 0.4586, 1.0553)  0.27
H (-0.0785, 1.1756, -0.2808)  0.38
H (2.4771, 0.4779, -0.0931)  0.20
H (0.2423, -2.7028, 0.7625)  0.21
S (1.5861, 0.0522, 0.8148)  0.66
C (-3.2144, -1.9138, 0.6420)  0.59
C (0.7832, 4.6364, -0.1100)  -0.63
Br (-2.7867, 0.0539, -1.5347)  0.10
H (0.1037, 4.3161, 0.6855)  0.18
F (-3.3652, -1.2740, 1.8189)  -0.32
H (3.1304, -1.7316, 0.7976)  0.24
H (1.0414, 4.4917, -2.2157)  0.09
C (2.1166, -1.6468, 1.1805)  -0.55
C (-2.0937, -1.1933, -0.2142)  0.26
H (0.7596, 5.7352, -0.1458)  0.18
F (-1.4372, -2.1713, -0.8986)  -0.34
C (0.0530, 0.0987, -0.0867)  -0.62
C (-1.1697, -0.4095, 0.6976)  -0.49
H (2.4757, -2.9350, -1.1198)  0.36
C (1.2984, -2.7394, 0.5310)  -0.23
O (0.3900, 2.6637, -1.4429)  -0.99
F (-2.7570, -3.1655, 0.9131)  -0.33
H (-0.6249, 4.4748, -1.6944)  0.09